Here is the molecule C5H10O2 in a non-equilibrium geometry from the Open Molecules 2025 dataset. Energies are from ωB97M-V/def2-TZVPD.

```
17
Properties=species:S:1:pos:R:3:mulliken_charge:R:1
C -0.35 2.02 1.07 -0.6915
O 0.13 0.72 1.60 -0.4353
C 0.72 0.10 0.54 0.4490
O 2.07 0.29 0.40 -0.5241
C 0.04 -0.68 -0.32 0.6690
C -1.40 -1.04 -0.12 -1.3037
C 0.69 -1.31 -1.52 -1.2387
H 0.46 2.60 0.61 0.3166
H -0.72 2.57 1.93 0.2569
H -1.18 1.87 0.37 0.2667
H 2.34 0.72 1.23 0.3469
H -2.01 -0.63 -0.93 0.3086
H -1.81 -0.67 0.82 0.2996
H -1.53 -2.13 -0.13 0.3827
H 1.71 -0.95 -1.70 0.3027
H 0.11 -1.09 -2.43 0.3046
H 0.73 -2.40 -1.41 0.2899
```

Results
* HOMO level: -8.064 eV
* orbital gap: 8.91 eV
* SMILES: COC(O)=C(C)C
* E_LUMO: 0.8 eV